DFT (ωB97M-V/def2-TZVPD) results for a molecular structure, C6H5BF5IO2Sr in a non-equilibrium geometry.

LUMO energy   -3.282 eV
Maximum force   0.062 hartree/bohr
HOMO level   -0.2384 Ha
DFT total energy   -33593.929 eV
Frontier orbital gap   3.205 eV

```
! RIJCOSX wB97M-V def2-TZVPD def2/J DEFGRID3
* xyz 0 1
C -0.83 -2.39 1.48
C 0.14 -1.46 1.62
C -0.04 0.02 1.58
B -0.12 0.62 0.06
I -2.15 -0.03 -0.75
C -0.30 2.23 0.20
O 0.65 2.79 0.80
O -1.36 2.77 -0.23
C 1.11 0.14 -0.89
F 2.25 0.28 -0.19
F 1.03 -1.18 -1.26
C 1.30 0.91 -2.21
F 2.20 0.24 -2.97
F 0.17 0.94 -2.93
F 1.76 2.13 -2.05
H -0.71 -3.24 0.82
H -1.79 -2.35 2.01
H 1.15 -1.81 1.80
H 0.78 0.52 2.08
H -0.97 0.28 2.10
Sr -4.26 -1.43 -1.09
*
```

DFT (ωB97M-V/def2-TZVPD) results for 2 unconnected molecules or ions with the total composition C3H8OS2 in a non-equilibrium geometry.

LUMO energy   0.745 eV
Maximum force   0.085 hartree/bohr
Relative energy (zero: lowest compared OMol25 entry of this formula, charge and spin)   116.4 kJ/mol
HOMO level   -0.3343 Ha
Structure (SMILES)   CC=O.CSS
DFT total energy   -26957.402 eV
Frontier orbital gap   9.842 eV

```
! RIJCOSX wB97M-V def2-TZVPD def2/J DEFGRID3
* xyz 0 1
C -0.67 -0.61 1.92
S -2.10 -1.67 2.14
S -1.26 -3.47 1.88
H 0.08 -0.47 2.66
H -0.07 -0.74 0.96
H -1.13 0.37 1.74
H -0.94 -3.62 3.22
O -0.85 1.28 -2.30
C 0.31 1.18 -2.72
C 1.33 1.53 -1.60
H 0.52 1.18 -3.81
H 0.96 1.16 -0.65
H 2.37 1.24 -1.92
H 1.45 2.63 -1.52
*
```

DFT (ωB97M-V/def2-TZVPD) results for a single C3H6N4O molecule in a non-equilibrium geometry.

LUMO energy   1.005 eV
Maximum force   0.100 hartree/bohr
Relative energy (zero: lowest compared OMol25 entry of this formula, charge and spin)   458.7 kJ/mol
HOMO level   -0.2799 Ha
Structure (SMILES)   NNc1ccn(O)n1
DFT total energy   -11212.022 eV
Frontier orbital gap   8.622 eV

```
! RIJCOSX wB97M-V def2-TZVPD def2/J DEFGRID3
* xyz 0 1
C 0.61 -0.18 -0.19
C 0.26 1.27 -0.13
C -1.04 1.17 -0.01
H 2.69 0.66 1.09
H 3.38 0.42 -0.57
H 1.85 -1.76 -0.22
H 1.03 2.03 -0.13
H -1.76 1.97 -0.10
H -2.85 -1.18 0.60
N 2.92 0.00 0.30
N 1.84 -0.71 -0.16
N -1.48 -0.11 0.02
N -0.44 -0.98 -0.10
O -2.90 -0.39 0.10
*
```

DFT (ωB97M-V/def2-TZVPD) results for a single C4H6O2 molecule.

LUMO energy   0.752 eV
Maximum force   0.012 hartree/bohr
Relative energy (zero: lowest compared OMol25 entry of this formula, charge and spin)   190.6 kJ/mol
HOMO level   -0.3717 Ha
Structure (SMILES)   O=C[C@@H]1C[C@@H]1O
DFT total energy   -8338.486 eV
Frontier orbital gap   10.867 eV

```
! RIJCOSX wB97M-V def2-TZVPD def2/J DEFGRID3
* xyz 0 1
O 0.73 1.81 0.51
C -0.30 1.09 -0.07
C -0.12 0.15 -1.18
C -0.61 -0.37 0.21
C 0.34 -1.38 0.74
O 1.45 -1.57 0.28
H 1.30 1.22 1.03
H -1.21 1.68 -0.11
H -0.80 0.07 -2.03
H 0.92 -0.11 -1.39
H -1.65 -0.55 0.48
H -0.04 -2.05 1.53
*
```

DFT (ωB97M-V/def2-TZVPD) results for a molecular structure, C23H33AuCl2N4O4 in a non-equilibrium geometry.

LUMO energy (spin up / spin down)   -0.379 / -2.720 eV
Maximum force   0.098 hartree/bohr
Relative energy (zero: lowest compared OMol25 entry of this formula, charge and spin)   159.8 kJ/mol
HOMO level (spin up / spin down)   -0.2196 / -0.2892 Ha
DFT total energy   -67270.820 eV
Frontier orbital gap (spin up / spin down)   5.597 / 5.151 eV

```
! RIJCOSX wB97M-V def2-TZVPD def2/J DEFGRID3
* xyz 0 3
O 3.31 -0.70 -1.40
C 4.18 0.03 -1.88
C 5.11 -0.44 -2.96
C 4.77 -1.55 -3.78
H 3.74 -1.91 -3.81
C 5.75 -2.21 -4.53
H 5.51 -3.13 -5.09
C 7.07 -1.72 -4.56
H 7.86 -2.28 -5.08
C 7.35 -0.51 -3.93
H 8.35 -0.09 -4.01
C 6.38 0.14 -3.16
H 6.60 1.10 -2.70
H 4.33 1.06 -1.48
C 3.11 -0.96 1.81
C 1.78 -0.33 1.73
H 3.45 -1.06 2.86
H 3.81 -0.34 1.22
H 3.07 -1.95 1.34
C 1.00 0.21 2.69
C 1.17 0.06 4.17
H 0.10 0.74 2.39
H 2.18 -0.28 4.41
H 0.44 -0.67 4.60
H 1.00 1.04 4.66
Au 0.83 -0.33 -0.07
Cl 0.36 -2.55 0.59
Cl 1.59 1.85 -0.57
C -2.32 -1.84 2.74
O -2.33 -0.70 2.29
N -3.30 -2.37 3.52
C -4.47 -1.56 3.87
C -3.16 -3.65 4.21
H -1.47 -2.54 2.55
H -4.45 -0.64 3.29
H -4.47 -1.35 4.94
H -5.38 -2.14 3.65
H -2.21 -4.11 3.90
H -4.00 -4.31 3.94
H -3.17 -3.49 5.30
H -2.84 5.24 1.81
H -2.03 5.81 -0.46
C -1.86 4.80 2.06
C -1.03 5.38 -0.23
N -1.17 4.41 0.84
H -1.99 3.93 2.70
C -1.00 3.08 0.60
O -1.48 2.16 1.27
H -0.64 4.85 -1.12
H -0.34 2.89 -0.28
H -1.28 5.57 2.58
H -0.34 6.18 0.07
N -5.61 -0.27 -3.33
C -4.36 -0.57 -3.80
O -4.12 -0.68 -5.00
C -3.26 -0.66 -2.77
C -3.33 -0.08 -1.50
C -2.18 -0.04 -0.71
N -1.01 -0.52 -1.16
C -0.97 -1.26 -2.28
C -2.05 -1.25 -3.15
H -6.35 -0.41 -4.00
H -5.86 -0.36 -2.37
H -4.23 0.39 -1.10
H -2.18 0.39 0.28
H -0.05 -1.81 -2.47
H -1.91 -1.69 -4.13
*
```

DFT (ωB97M-V/def2-TZVPD) results for a single C5H10O2 molecule.

LUMO energy   1.028 eV
Maximum force   0.008 hartree/bohr
Relative energy (zero: lowest compared OMol25 entry of this formula, charge and spin)   242.7 kJ/mol
HOMO level   -0.3568 Ha
Structure (SMILES)   CO[C@H]1CO[C@H]1C
DFT total energy   -9440.527 eV
Frontier orbital gap   10.736 eV

```
! RIJCOSX wB97M-V def2-TZVPD def2/J DEFGRID3
* xyz 0 1
C 2.02 1.14 -0.46
O 0.65 0.93 -0.24
C 0.26 -0.41 -0.43
C 0.45 -1.29 0.82
O -0.96 -1.35 1.04
C -1.24 -0.64 -0.18
C -2.12 0.57 0.01
H 2.64 0.31 -0.08
H 2.24 1.26 -1.54
H 2.31 2.05 0.06
H 0.65 -0.80 -1.38
H 0.97 -0.78 1.63
H 0.89 -2.29 0.66
H -1.67 -1.33 -0.93
H -2.31 1.05 -0.95
H -3.08 0.27 0.45
H -1.63 1.29 0.67
*
```

DFT (ωB97M-V/def2-TZVPD) results for a single C2H3N5O4 molecule in a non-equilibrium geometry.

LUMO energy (spin up / spin down)   -0.604 / -0.604 eV
Maximum force   0.072 hartree/bohr
Relative energy (zero: lowest compared OMol25 entry of this formula, charge and spin)   376.9 kJ/mol
HOMO level (spin up / spin down)   -0.3567 / -0.3567 Ha
Structure (SMILES)   Cn1c(=O)n([N+](=O)[O-])n1N=O
DFT total energy   -17752.802 eV
Frontier orbital gap (spin up / spin down)   9.102 / 9.103 eV

```
! RIJCOSX wB97M-V def2-TZVPD def2/J DEFGRID3
* xyz 0 1
C -0.07 -1.34 -0.21
C -2.20 0.14 0.26
N 0.88 1.82 -0.75
N -0.87 -0.30 0.05
N 1.17 -0.48 -0.43
N 0.41 0.72 -0.43
N 2.38 -0.60 0.31
O 2.82 -1.65 0.60
O -0.18 -2.51 -0.13
O 0.43 2.89 -0.82
O 2.80 0.50 0.58
H -2.13 1.22 0.50
H -2.92 0.02 -0.65
H -2.52 -0.43 1.12
*
```

DFT (ωB97M-V/def2-TZVPD) results for 11 unconnected molecules or ions with the total composition C14H50N6O11 in a non-equilibrium geometry.

LUMO energy   -0.170 eV
Maximum force   0.190 hartree/bohr
Relative energy (zero: lowest compared OMol25 entry of this formula, charge and spin)   483.1 kJ/mol
HOMO level   -0.3085 Ha
Structure (SMILES)   NC(N)=O.NC(N)=O.NC(N)=O.CCO.CCO.CCO.CO.CO.CO.CO.CO
DFT total energy   -46787.748 eV
Frontier orbital gap   8.224 eV

```
! RIJCOSX wB97M-V def2-TZVPD def2/J DEFGRID3
* xyz 0 1
C 4.91 -0.30 -1.71
C 3.65 -0.88 -1.07
O 3.38 -0.18 0.13
H 5.23 -0.60 -2.73
H 5.83 -0.46 -1.12
H 4.73 0.77 -1.74
H 3.76 -1.96 -0.89
H 2.78 -0.69 -1.71
H 2.58 -0.60 0.41
C -2.57 -2.89 2.45
C -2.72 -1.39 2.54
O -1.54 -0.82 2.17
H -2.07 -3.28 1.55
H -3.58 -3.27 2.36
H -2.04 -3.29 3.31
H -2.96 -1.25 3.54
H -3.54 -0.99 1.95
H -1.68 0.17 2.24
C 0.04 -1.03 -2.01
C -0.04 -1.62 -0.63
O 0.71 -0.75 0.11
H -0.23 0.03 -1.97
H -0.78 -1.48 -2.66
H 0.94 -1.15 -2.51
H 0.44 -2.63 -0.57
H -1.05 -1.59 -0.23
H 0.53 -0.83 1.05
C -4.71 -1.11 -1.51
O -3.48 -1.32 -2.17
N -5.58 -0.23 -1.91
N -4.94 -1.71 -0.40
H -5.42 0.23 -2.81
H -6.46 0.02 -1.42
H -4.22 -2.41 -0.12
H -5.71 -1.40 0.21
C -0.06 1.75 3.11
O 0.07 1.36 4.44
N -1.16 2.08 2.57
N 0.95 1.61 2.29
H -1.98 2.25 3.14
H -1.24 2.32 1.59
H 1.88 1.22 2.66
H 0.77 1.61 1.25
C 1.44 2.78 -0.59
O 1.10 4.14 -0.64
N 0.46 1.85 -0.48
N 2.60 2.27 -0.62
H -0.57 2.14 -0.51
H 0.61 0.89 -0.47
H 3.31 2.98 -0.33
H 2.75 1.24 -0.54
C -2.49 1.22 -0.28
O -2.21 2.51 0.00
H -1.65 0.52 -0.34
H -2.86 1.11 -1.33
H -3.26 0.82 0.39
H -3.03 2.98 -0.24
C -1.75 1.48 -3.80
O -2.51 2.60 -4.16
H -1.04 1.73 -3.05
H -1.21 1.21 -4.71
H -2.39 0.65 -3.57
H -1.86 3.20 -4.51
C 2.12 0.79 -4.22
O 2.54 2.05 -3.72
H 2.80 0.02 -3.97
H 1.93 0.83 -5.31
H 1.10 0.55 -3.88
H 2.66 2.07 -2.78
C 2.77 0.44 4.66
O 2.99 0.31 3.25
H 2.49 1.50 4.87
H 3.67 0.09 5.14
H 2.02 -0.21 4.92
H 2.78 -0.58 3.01
C 2.07 -3.56 2.31
O 1.72 -2.20 2.40
H 1.81 -4.00 1.34
H 1.52 -4.06 3.14
H 3.13 -3.58 2.39
H 0.99 -2.11 3.06
*
```

DFT (ωB97M-V/def2-TZVPD) results for 2 unconnected molecules or ions with the total composition C5H12NO in a non-equilibrium geometry.

LUMO energy   4.057 eV
Maximum force   0.025 hartree/bohr
Relative energy (zero: lowest compared OMol25 entry of this formula, charge and spin)   109.6 kJ/mol
HOMO level   -0.1112 Ha
DFT total energy   -8915.928 eV
Frontier orbital gap   7.081 eV

```
! RIJCOSX wB97M-V def2-TZVPD def2/J DEFGRID3
* xyz -1 1
C -0.31 1.48 -1.67
O -0.14 0.15 -1.56
C -1.35 2.04 -0.61
H -0.73 1.88 -2.64
H 0.65 2.05 -1.47
H -1.38 3.14 -0.58
H -0.98 1.68 0.37
H -2.36 1.65 -0.79
N -0.58 -1.95 -0.06
C 0.70 -1.67 0.58
C 1.18 0.01 2.43
C 0.70 -0.26 1.22
H -0.54 -2.88 -0.47
H -0.68 -1.22 -0.79
H 1.56 -1.73 -0.15
H 0.90 -2.40 1.36
H 1.37 1.02 2.86
H 1.48 -0.82 3.12
H 0.42 0.51 0.47
*
```

DFT (ωB97M-V/def2-TZVPD) results for a single C4H6N2O2 molecule.

LUMO energy   0.723 eV
Maximum force   0.013 hartree/bohr
Relative energy (zero: lowest compared OMol25 entry of this formula, charge and spin)   9.9 kJ/mol
HOMO level   -0.3304 Ha
Structure (SMILES)   O=C1NC=C[C@@H](O)N1
DFT total energy   -11320.939 eV
Frontier orbital gap   9.714 eV

```
! RIJCOSX wB97M-V def2-TZVPD def2/J DEFGRID3
* xyz 0 1
C 1.15 0.30 -0.23
N 0.70 -0.78 0.63
N -1.50 -0.70 -0.08
C -0.54 -1.33 0.68
C -1.26 0.49 -0.74
C -0.04 1.00 -0.84
O 1.98 1.17 0.49
O -0.81 -2.29 1.37
H 1.46 1.69 1.12
H 1.42 -1.29 1.13
H -2.43 -1.03 0.03
H 1.82 -0.10 -1.02
H -2.13 0.97 -1.16
H 0.17 1.91 -1.38
*
```

DFT (ωB97M-V/def2-TZVPD) results for a molecular structure, C47H56BIrN3O2P in a non-equilibrium geometry.

LUMO energy (spin up / spin down)   -5.133 / -5.178 eV
Maximum force   0.021 hartree/bohr
Relative energy (zero: lowest compared OMol25 entry of this formula, charge and spin)   563.2 kJ/mol
HOMO level (spin up / spin down)   -0.3805 / -0.3810 Ha
DFT total energy   -71008.710 eV
Frontier orbital gap (spin up / spin down)   5.220 / 5.189 eV

```
! RIJCOSX wB97M-V def2-TZVPD def2/J DEFGRID3
* xyz 1 2
Ir 0.86 -2.14 -0.34
N 3.01 -1.90 -0.81
C 3.98 -2.74 -0.07
C 3.75 -4.22 -0.29
C 2.50 -4.71 0.42
O 2.45 -5.80 0.92
O 1.42 -3.92 0.39
H 3.12 -2.07 -1.81
H 3.28 -0.94 -0.66
H 3.87 -2.51 0.99
H 5.00 -2.46 -0.37
H 4.59 -4.79 0.10
H 3.66 -4.45 -1.35
C -6.58 0.79 0.68
C -5.82 0.70 1.84
C -4.45 0.48 1.76
C -3.82 0.32 0.53
C -4.60 0.39 -0.63
C -5.96 0.64 -0.56
P -2.06 -0.19 0.62
C -1.15 0.63 -0.89
C -1.28 -0.11 -2.25
C -0.44 2.03 -3.51
C 0.61 2.73 -2.93
C 1.08 2.89 -1.64
C 0.48 2.36 -0.36
C -2.23 -1.95 0.17
C -3.51 -2.54 0.17
C -3.67 -3.90 -0.02
C -2.56 -4.69 -0.19
C -1.29 -4.12 -0.19
C -1.08 -2.74 -0.01
H -7.64 0.96 0.74
H -6.30 0.80 2.81
H -3.86 0.42 2.67
H -4.15 0.21 -1.60
H -6.55 0.69 -1.46
H -2.19 -0.70 -2.18
H -0.47 2.05 -4.59
H 1.24 3.20 -3.69
H 1.97 3.50 -1.53
H -0.47 2.88 -0.23
H -4.39 -1.94 0.34
H -4.67 -4.33 0.00
H -2.66 -5.76 -0.33
H -0.44 -4.77 -0.31
C 1.13 -0.43 -3.27
C -0.20 -1.01 -2.79
C -0.77 -1.92 -3.86
C -1.65 1.28 -2.90
C -2.70 1.59 -3.87
C -3.56 2.60 -3.58
C -3.47 3.28 -2.34
C -2.69 2.87 -1.26
C -2.73 3.62 0.06
C -4.14 3.92 0.56
C -1.95 4.93 -0.09
C -1.88 1.79 -1.54
N 0.18 0.92 -0.43
B 1.00 -0.11 0.18
N 1.99 0.40 1.12
C 1.92 1.73 1.53
C 1.27 2.68 0.87
C 2.92 -0.38 1.89
C 4.31 -0.16 1.74
C 5.17 -0.91 2.54
C 4.69 -1.80 3.48
C 3.33 -1.95 3.66
C 2.42 -1.24 2.89
C 0.94 -1.31 3.25
C 0.72 -0.58 4.58
C 0.41 -2.74 3.35
C 5.02 0.88 0.86
C 5.20 2.21 1.61
C 4.53 1.16 -0.57
H 1.81 -1.26 -3.47
H 1.58 0.25 -2.57
H 1.00 0.09 -4.22
H 0.01 -1.74 -1.91
H -1.05 -1.32 -4.73
H -1.65 -2.46 -3.50
H -0.04 -2.65 -4.19
H -2.70 1.11 -4.85
H -4.30 2.92 -4.30
H -4.11 4.14 -2.21
H -2.23 2.99 0.81
H -4.75 4.41 -0.20
H -4.08 4.62 1.40
H -4.66 3.03 0.89
H -2.55 5.67 -0.63
H -1.01 4.81 -0.63
H -1.73 5.35 0.89
H 2.44 1.95 2.45
H 1.24 3.69 1.25
H 6.23 -0.77 2.43
H 5.39 -2.37 4.09
H 2.96 -2.62 4.43
H 0.37 -0.78 2.49
H 1.20 -1.12 5.40
H -0.34 -0.52 4.80
H 1.13 0.43 4.56
H 0.92 -3.30 4.14
H 0.53 -3.30 2.43
H -0.65 -2.72 3.59
H 6.03 0.47 0.74
H 4.31 2.83 1.54
H 6.03 2.77 1.18
H 5.42 2.04 2.67
H 3.47 1.42 -0.61
H 4.72 0.32 -1.24
H 5.09 2.01 -0.97
*
```

DFT (ωB97M-V/def2-TZVPD) results for a molecular structure, C6H8 in a non-equilibrium geometry.

LUMO energy   1.006 eV
Maximum force   0.116 hartree/bohr
Relative energy (zero: lowest compared OMol25 entry of this formula, charge and spin)   463.3 kJ/mol
HOMO level   -0.2802 Ha
DFT total energy   -6345.982 eV
Frontier orbital gap   8.632 eV

```
! RIJCOSX wB97M-V def2-TZVPD def2/J DEFGRID3
* xyz 0 1
C 1.08 -0.07 -0.19
C 1.56 1.00 0.70
C 1.24 -0.81 -1.33
C 0.21 -1.14 -0.40
C -1.31 0.05 -0.35
C -2.28 -0.15 0.52
H 1.39 -0.76 -2.39
H -0.12 -2.02 0.15
H -1.45 0.69 -1.22
H 1.90 1.86 0.12
H 2.43 0.62 1.24
H 0.81 1.32 1.41
H -3.30 0.20 0.37
H -2.15 -0.79 1.39
*
```

DFT (ωB97M-V/def2-TZVPD) results for 2 unconnected molecules or ions with the total composition C4H12NOS in a non-equilibrium geometry.

LUMO energy (spin up / spin down)   5.762 / 5.673 eV
Maximum force   0.043 hartree/bohr
Relative energy (zero: lowest compared OMol25 entry of this formula, charge and spin)   46.3 kJ/mol
HOMO level (spin up / spin down)   0.1439 / -0.0124 Ha
DFT total energy   -18712.051 eV
Frontier orbital gap (spin up / spin down)   1.846 / 6.009 eV

```
! RIJCOSX wB97M-V def2-TZVPD def2/J DEFGRID3
* xyz -2 2
C 1.97 1.46 1.11
N 0.73 1.67 0.31
C 0.09 0.43 -0.24
C -1.03 0.78 -1.22
S -1.46 -0.53 -2.37
C -0.36 -0.47 0.94
H 2.70 2.27 0.99
H 1.65 1.50 2.17
H 2.46 0.50 0.99
H 0.05 1.91 1.02
H 0.91 -0.16 -0.67
H -1.93 1.08 -0.66
H -0.78 1.73 -1.70
H 0.36 -0.69 1.73
H -0.58 -1.46 0.56
H -1.22 -0.01 1.46
H -1.32 -3.79 -2.06
H -1.22 -2.62 -1.21
O -1.02 -3.61 -1.15
*
```

DFT (ωB97M-V/def2-TZVPD) results for a molecular structure, C9H18LiO9S in a non-equilibrium geometry.

LUMO energy   1.826 eV
Maximum force   0.198 hartree/bohr
Relative energy (zero: lowest compared OMol25 entry of this formula, charge and spin)   371.5 kJ/mol
HOMO level   -0.1013 Ha
DFT total energy   -39088.321 eV
Frontier orbital gap   4.583 eV

```
! RIJCOSX wB97M-V def2-TZVPD def2/J DEFGRID3
* xyz -1 1
Li 1.38 0.52 -0.26
S 2.71 -2.39 -0.55
O 2.75 -3.15 0.72
O 1.81 -2.95 -1.47
O 2.08 -1.12 -0.25
O 3.98 -2.33 -1.24
C 1.15 1.09 2.34
O 0.15 0.88 1.51
H 1.00 0.21 3.19
H 1.44 1.93 2.87
H 2.13 0.89 2.01
H -0.48 1.03 2.14
C 0.03 2.77 -1.77
O 0.26 1.31 -1.79
H 0.02 3.10 -0.78
H -0.83 3.34 -2.28
H 1.09 2.96 -2.38
H 0.07 1.33 -2.72
C 3.41 3.05 0.15
O 3.27 1.70 -0.37
H 4.10 3.51 -0.41
H 3.79 3.33 1.23
H 2.51 3.57 0.13
H 4.00 1.21 -0.14
C -4.30 -1.55 0.65
C -3.88 -2.88 0.40
C -2.72 -3.20 -0.37
C -1.72 -2.07 -0.53
C -2.07 -0.77 -0.20
C -3.30 -0.54 0.41
O -3.54 0.73 0.60
O -2.33 -4.48 -0.65
H -5.17 -1.25 0.89
H -4.74 -3.75 0.49
H -0.71 -2.23 -0.82
H -1.30 -0.04 -0.55
H -4.43 0.59 0.95
H -1.57 -4.36 -1.15
*
```